1.
Density functional theory data (the ωB97M-V functional and the def2-TZVPD basis) for a structure of composition C16H25Cl3OPd.

```
! RIJCOSX wB97M-V def2-TZVPD def2/J DEFGRID3
* xyz -2 5
C -0.7121 0.8734 -2.2767
C -0.8858 -0.5555 -2.5454
C 0.4424 -1.1190 -2.6957
C -2.1298 -1.1966 -2.9887
C 1.3929 -0.0825 -2.4631
C 0.6958 1.1338 -2.2144
C 1.2976 2.4796 -2.0787
C -1.7959 1.8740 -2.3944
C 0.7019 -2.5273 -3.0289
C 2.8568 -0.2635 -2.4500
Pd -0.5275 -0.4444 -0.3828
Cl -3.0984 -3.7180 -0.9063
Cl -2.6803 0.3481 0.1816
Cl 1.3915 -1.7553 0.2163
H -2.9906 -0.5799 -2.7391
H -2.2494 -2.1318 -2.4161
H -2.1077 -1.4502 -4.0567
H -0.1174 -3.1449 -2.6463
H 1.6419 -2.8658 -2.5867
H 0.7627 -2.6742 -4.1153
H 3.1096 -1.1652 -1.8797
H 3.3517 0.5870 -1.9690
H 3.2565 -0.3670 -3.4679
H 2.2450 2.4488 -1.5242
H 0.6232 3.1800 -1.5681
H 1.5068 2.8862 -3.0825
H -2.7008 1.4842 -1.9082
H -2.0067 2.0886 -3.4547
H -1.5245 2.8054 -1.8831
O 0.4540 1.8429 1.3297
H 0.2419 2.1895 0.4345
C 0.8585 1.0881 4.5708
C -0.0332 -0.0395 4.0570
C 0.5004 -1.3923 4.5033
C -1.4689 0.1471 4.5332
C -0.0140 -0.0660 2.5761
C 0.0407 0.5730 1.4602
H 0.8356 1.1187 5.6672
H 0.4976 2.0495 4.1920
H 1.8928 0.9320 4.2443
H 0.5193 -1.4537 5.5978
H -0.1366 -2.1879 4.1049
H 1.5144 -1.5384 4.1166
H -1.8661 1.0891 4.1397
H -2.0913 -0.6777 4.1683
H -1.4941 0.1779 5.6295
*
```

Summary:
- molar mass (g/mol) = 446.154
- E_tot (Eh) = -2208.236044
- LUMO level (alpha / beta) (hartree) = 0.18122 / 0.14907
- relative energy (zero: lowest compared OMol25 entry of this formula, charge and spin) (kJ/mol) = 8.7
- gap between HOMO and LUMO (alpha / beta) (eV) = 4.5 / 5.4
- strongest force on any atom (eV Å⁻¹) = 3.10



2.
Density functional theory data (the ωB97M-V functional and the def2-TZVPD basis) for a structure of composition C6H9N.

```
! RIJCOSX wB97M-V def2-TZVPD def2/J DEFGRID3
* xyz 0 1
C 1.7011 -0.7036 0.8305
C 0.4815 -0.2881 0.0432
C 0.5213 0.7760 -1.0360
C -0.3369 0.9778 0.1684
C -1.7259 0.2827 0.1336
N -1.7531 -0.7802 -0.8516
C -0.7509 -1.2397 0.1042
H 1.3958 -1.1772 1.7719
H 2.3562 0.1460 1.0625
H 2.2908 -1.4417 0.2686
H 1.4410 1.3593 -1.0511
H 0.1034 0.6254 -2.0333
H -0.1283 1.7555 0.9004
H -2.6832 0.7559 0.3799
H -1.3620 -0.4846 -1.7438
H -1.5509 -0.5636 1.0525
*
```

Summary:
- molar mass (g/mol) = 95.145
- E_tot (Eh) = -288.561891
- LUMO level (hartree) = 0.03246
- relative energy (zero: lowest compared OMol25 entry of this formula, charge and spin) (kJ/mol) = 578.0
- gap between HOMO and LUMO (eV) = 8.8
- strongest force on any atom (eV Å⁻¹) = 0.42